1.
Computed, not measured: a gas-phase ion, C10H12ClO2S (charge -1) at a distorted geometry, with the ωB97M-V functional and the def2-TZVPD basis.

HOMO energy = -3.680 eV
Net charge = -1
Relative energy (zero: lowest compared OMol25 entry of this formula, charge and spin) = 14.3 kcal/mol
Frontier orbital gap = 7.09 eV

Last column: Mulliken charge in e.
Cartesian coordinates (Å):
H: 2.8085 2.2638 1.1944  0.269
H: -1.9882 -0.6671 -2.1114  0.200
H: -0.0479 -2.9831 1.9190  0.157
H: 3.2838 0.5508 0.5541  0.262
C: -1.4437 -1.1697 -1.2572  -0.468
C: 0.4967 1.7242 0.2253  -1.632
H: 0.1440 -0.5235 1.6401  0.079
H: 0.3289 2.7624 0.3329  0.576
Cl: -1.1620 1.8052 -1.9369  -0.292
C: -0.7883 0.9947 -0.2896  0.575
H: 0.6641 1.4799 1.2180  0.621
O: -3.4495 0.8036 0.4625  -0.587
C: 1.7378 1.5043 -0.6066  -0.120
C: -1.5768 -2.5642 -1.2047  -0.370
S: -2.3180 1.6201 0.9503  0.508
O: -1.7115 1.1568 2.1990  -0.569
H: 1.9562 2.1606 -1.4080  0.481
H: -1.1813 -4.3258 -0.0278  0.396
C: -0.7296 -0.4334 -0.2783  0.423
C: -1.1747 -3.2726 -0.1087  -0.694
C: 3.0180 1.5708 0.2872  -1.332
C: -0.3798 -2.5618 0.8373  -0.240
C: -0.1501 -1.2038 0.7467  -0.266
H: 3.8030 1.9096 -0.2137  0.506
H: 1.8074 0.4736 -1.0331  0.180
H: -1.9471 -3.0754 -2.0910  0.335

Cartesian forces, eV/Å:
0.61 -1.34 -1.26
1.04 -0.39 1.18
-0.79 0.39 -2.92
-0.11 0.04 0.81
-0.55 0.27 -0.88
-1.20 -0.70 -2.26
0.11 -1.84 -1.41
-0.58 1.40 -0.34
0.11 -0.67 0.74
0.92 2.95 0.49
0.36 -1.21 1.94
0.22 0.10 0.25
1.89 -1.89 0.92
-0.14 0.70 -0.72
0.05 -0.07 -1.51
0.20 -0.38 1.02
-0.72 0.94 -0.92
-0.46 -0.99 -0.06
-1.22 -2.17 -1.95
2.57 1.15 1.27
-4.02 -0.49 2.93
-0.12 -0.80 2.95
-0.56 2.41 1.59
3.43 1.82 -2.24
-0.64 0.69 0.10
-0.42 0.06 0.28

2.
Computed, not measured: a single C4H8O4S molecule at a distorted geometry, with the ωB97M-V functional and the def2-TZVPD basis.

HOMO energy = -10.674 eV
Net charge = 0
SMILES string = CS(=O)(=O)[C@@]1(CO)CO1
Relative energy (zero: lowest compared OMol25 entry of this formula, charge and spin) = 32.4 kcal/mol
Frontier orbital gap = 11.29 eV

Last column: Mulliken charge in e.
Cartesian coordinates (Å):
H: 0.8678 1.4332 -1.8663  0.251
H: 0.1897 -0.0461 -2.5883  0.400
O: 1.6847 -0.3768 -1.2669  -0.548
H: 2.1674 0.1309 -0.5950  0.369
O: -1.7651 1.0977 -0.8500  -0.452
H: -2.2514 -0.6330 0.2421  0.274
C: 0.4389 -0.9386 1.7867  -0.953
H: -2.0141 -0.8746 -1.5618  0.292
C: 0.5838 0.3930 -1.6665  -0.561
H: 0.8942 -0.8167 2.7615  0.362
H: 1.0824 -1.4872 1.1121  0.339
O: -0.7716 1.4093 1.8872  -0.611
C: -1.7778 -0.2884 -0.6755  -0.677
O: 1.4822 1.3214 0.8945  -0.698
S: 0.1884 0.7160 1.0869  1.128
H: -0.5276 -1.4175 1.8856  0.353
C: -0.4719 0.3774 -0.5863  0.729

Cartesian forces, eV/Å:
-0.06 -0.10 -0.01
-0.06 0.10 0.18
0.43 -0.32 0.05
-0.09 -0.02 -0.18
1.97 -0.25 0.20
-0.05 0.00 -0.03
-0.28 0.69 -0.52
0.12 -0.02 0.04
-0.17 0.32 -0.13
0.11 0.18 0.11
0.13 -0.12 -0.11
-0.41 -0.12 -0.06
-0.04 -0.65 0.20
0.33 0.02 -0.16
0.00 -0.61 0.35
-0.13 -0.06 0.01
-1.82 0.94 0.05